(i)
Below is a structure of composition C20H17Cl3IrN4O13S7, with properties calculated with ωB97M-V with the def2-TZVPD basis set.

Each line ends with the natural charge from an NBO analysis.
Atoms and positions in Å:
Ir (-1.015, 0.511, 0.134)  1.164
C (-5.086, 1.522, 0.919)  -0.896
S (-3.846, 0.253, 0.890)  2.411
O (-3.056, 0.552, -0.362)  -1.010
O (-4.563, -0.992, 0.841)  -0.965
O (-2.971, 0.498, 2.029)  -0.994
H (-5.658, 1.466, -0.004)  0.226
H (-4.601, 2.488, 1.022)  0.239
H (-5.726, 1.322, 1.776)  0.229
N (3.071, 0.660, 1.055)  -0.523
C (1.774, 1.014, 1.183)  0.262
N (0.992, 0.271, 0.442)  -0.509
C (1.816, -0.642, -0.218)  0.195
C (1.522, -1.685, -1.092)  -0.201
C (2.580, -2.424, -1.581)  -0.227
C (3.906, -2.155, -1.207)  -0.224
C (4.206, -1.140, -0.321)  -0.247
C (3.136, -0.395, 0.162)  0.092
H (3.823, 1.071, 1.576)  0.421
H (1.434, 1.785, 1.874)  0.280
H (0.498, -1.909, -1.345)  0.253
H (2.380, -3.249, -2.253)  0.204
H (4.705, -2.767, -1.606)  0.199
H (5.223, -0.940, -0.009)  0.205
Cl (0.441, 2.991, 3.675)  -0.873
C (-1.515, -3.579, 5.447)  -0.734
S (0.238, -3.149, 5.336)  0.276
C (0.210, -1.486, 5.915)  -0.468
C (0.076, -0.312, 5.254)  -0.382
S (-0.371, -0.035, 3.578)  0.715
S (0.315, 1.137, 6.231)  0.567
C (0.612, 0.346, 7.736)  -0.584
S (0.932, 1.174, 9.138)  -0.194
S (0.558, -1.358, 7.624)  0.471
H (-1.572, -4.663, 5.349)  0.217
H (-2.061, -3.112, 4.630)  0.256
H (-1.916, -3.280, 6.414)  0.203
O (-1.052, -1.524, 3.297)  -0.900
S (-0.667, -2.360, 1.946)  2.597
O (0.772, -2.369, 1.893)  -0.995
O (-1.302, -1.618, 0.840)  -1.026
O (-1.320, -3.612, 2.198)  -0.977
O (-0.646, 0.140, -1.878)  -0.724
C (-0.074, 1.093, -2.512)  0.757
O (0.273, 2.185, -2.091)  -0.646
C (0.199, 0.753, -3.970)  -0.128
C (0.973, 1.621, -4.725)  -0.123
C (1.230, 1.312, -6.049)  -0.003
C (0.740, 0.174, -6.659)  -0.172
C (-0.027, -0.665, -5.877)  -0.017
C (-0.306, -0.406, -4.545)  -0.074
N (-0.564, -1.890, -6.502)  0.534
O (-0.321, -2.074, -7.681)  -0.399
O (-1.215, -2.640, -5.809)  -0.359
N (2.058, 2.227, -6.856)  0.536
O (2.225, 1.952, -8.031)  -0.397
O (2.526, 3.202, -6.307)  -0.368
H (1.355, 2.522, -4.265)  0.278
H (0.946, -0.048, -7.693)  0.272
H (-0.901, -1.084, -3.951)  0.272
Cl (0.289, 5.159, 0.139)  -0.054
C (-1.107, 4.721, 1.143)  -0.405
Cl (-2.145, 3.530, 0.338)  -0.021
H (-1.690, 5.622, 1.298)  0.198
H (-0.744, 4.285, 2.075)  0.290

Results
Highest occupied orbital energy (spin up / spin down)   -3.223 / -3.220 eV
Molecular weight   1044.42 g mol⁻¹
Total charge   -2
2S+1   2

(ii)
Below is a structure of composition C20H17Cl3IrN4O13S7, with properties calculated with ωB97M-V with the def2-TZVPD basis set.

Each line ends with the natural charge from an NBO analysis.
Atoms and positions in Å:
Ir (-0.942, 0.357, -0.146)  1.033
C (-5.303, -0.386, 0.944)  -0.897
S (-4.093, -0.615, -0.334)  2.425
O (-4.687, -0.147, -1.568)  -0.999
O (-3.723, -2.017, -0.313)  -1.017
O (-3.015, 0.295, 0.169)  -1.009
H (-6.162, -1.012, 0.707)  0.219
H (-5.585, 0.665, 0.973)  0.232
H (-4.855, -0.679, 1.892)  0.243
N (-1.433, -3.642, 1.006)  -0.523
C (-1.401, -2.299, 1.173)  0.290
N (-0.919, -1.690, 0.121)  -0.519
C (-0.648, -2.683, -0.817)  0.166
C (-0.144, -2.590, -2.109)  -0.227
C (0.036, -3.772, -2.803)  -0.224
C (-0.282, -5.015, -2.237)  -0.226
C (-0.792, -5.114, -0.956)  -0.244
C (-0.971, -3.924, -0.262)  0.102
H (-1.826, -4.283, 1.670)  0.418
H (-1.756, -1.810, 2.069)  0.273
H (0.092, -1.621, -2.534)  0.268
H (0.427, -3.738, -3.813)  0.203
H (-0.126, -5.917, -2.816)  0.198
H (-1.039, -6.072, -0.517)  0.204
Cl (-1.038, 2.664, -0.591)  -0.655
C (-4.575, 3.154, -0.510)  -0.738
S (-4.886, 3.826, 1.147)  0.218
C (-3.245, 4.098, 1.697)  -0.454
C (-2.584, 3.268, 2.521)  -0.384
S (-3.297, 1.819, 3.189)  0.657
S (-0.965, 3.723, 2.956)  0.555
C (-0.915, 5.195, 2.052)  -0.559
S (0.399, 6.199, 2.048)  -0.156
S (-2.366, 5.515, 1.196)  0.489
H (-5.527, 2.775, -0.878)  0.220
H (-3.853, 2.346, -0.455)  0.280
H (-4.201, 3.934, -1.172)  0.215
O (-2.114, 1.420, 4.267)  -0.878
S (-1.213, 0.050, 3.882)  2.568
O (-0.294, 0.038, 4.984)  -0.971
O (-0.644, 0.324, 2.576)  -1.008
O (-2.204, -1.014, 3.873)  -1.021
O (1.056, 0.344, -2.540)  -0.673
C (1.606, 0.532, -1.462)  0.751
O (1.100, 0.478, -0.292)  -0.704
C (3.095, 0.841, -1.445)  -0.045
C (3.769, 1.070, -0.250)  -0.160
C (5.128, 1.330, -0.296)  0.008
C (5.843, 1.385, -1.476)  -0.175
C (5.136, 1.159, -2.640)  -0.006
C (3.780, 0.887, -2.650)  -0.148
N (5.872, 1.205, -3.917)  0.537
O (7.062, 1.459, -3.877)  -0.397
O (5.254, 0.981, -4.937)  -0.373
N (5.865, 1.557, 0.965)  0.534
O (7.057, 1.798, 0.883)  -0.405
O (5.245, 1.483, 2.000)  -0.345
H (3.228, 1.045, 0.687)  0.292
H (6.900, 1.593, -1.485)  0.272
H (3.238, 0.711, -3.568)  0.276
Cl (2.546, -3.964, 0.484)  -0.066
C (2.483, -2.195, 0.694)  -0.390
Cl (2.447, -1.717, 2.388)  -0.005
H (1.582, -1.827, 0.222)  0.246
H (3.371, -1.781, 0.233)  0.209

Results
Highest occupied orbital energy (spin up / spin down)   -3.026 / -2.805 eV
Molecular weight   1044.42 g mol⁻¹
Total charge   -2
2S+1   2

Of them, the most stable is (ii) and the least stable is (i).

(i)
Below is a structure of composition C2H4ClNS, with properties calculated with ωB97M-V with the def2-TZVPD basis set.

Each line ends with the natural charge from an NBO analysis.
Atoms and positions in Å:
C (-0.622, -1.332, -0.155)  0.024
C (1.027, 0.446, 0.262)  -0.095
N (0.415, -0.728, 0.357)  -0.486
S (-1.957, -0.349, -0.791)  -0.139
Cl (-0.058, 2.145, 0.244)  -0.186
H (-0.763, -2.418, 0.011)  0.220
H (-1.310, 1.144, -0.396)  0.216
H (1.731, 0.505, 1.157)  0.229
H (1.538, 0.587, -0.688)  0.217

Results
Highest occupied orbital energy   -9.166 eV
Molecular weight   109.58 g mol⁻¹
Total charge   0
2S+1   1

(ii)
Below is a cluster of 2 separate species, C2H4ClNS in total, with properties calculated with ωB97M-V with the def2-TZVPD basis set.

Each line ends with the natural charge from an NBO analysis.
Atoms and positions in Å:
C (-0.390, 0.028, 1.331)  -0.150
C (0.056, -0.449, -1.028)  -0.470
N (0.244, 0.092, 0.218)  -0.329
S (-1.589, -1.041, 1.585)  0.308
Cl (1.802, 2.155, 0.124)  -0.276
H (-0.293, 0.878, 2.114)  0.245
H (0.809, 0.106, -1.843)  0.239
H (0.229, -1.609, -0.964)  0.212
H (-0.869, -0.160, -1.535)  0.222

Results
Highest occupied orbital energy (spin up / spin down)   -9.416 / -9.868 eV
Molecular weight   109.58 g mol⁻¹
Total charge   0
2S+1   1

Of them, the most stable is (i) and the least stable is (ii).